(1)
Molecular formula: C5H14NO
Method: DFT, ωB97M-V/def2-TZVPD

```
21
Properties=species:S:1:pos:R:3:forces:R:3
H 1.092652 1.929324 0.611847 -0.15 -0.11 0.00
H -0.340279 -2.805498 2.560722 -0.21 -0.10 0.21
H -1.986720 0.395588 -2.875716 -0.11 0.06 0.12
H -1.334394 -1.137148 -2.217209 -0.17 0.01 0.00
N 0.194427 1.747286 -1.346562 -0.06 -0.37 0.04
O 0.900261 -1.321345 0.743357 0.08 0.05 -0.13
C 1.332595 1.783437 -0.450336 0.66 0.42 0.20
H -1.331788 -1.452043 3.240542 -0.23 -0.12 0.01
C -0.689688 0.599033 -1.063235 -0.53 0.12 -0.51
H -0.153447 -0.139176 -0.451839 0.22 -0.03 -0.02
H -0.064103 0.132576 1.859200 -0.05 0.14 0.07
H 1.896771 0.855749 -0.515505 -0.19 -0.18 0.04
C 0.356506 -0.907353 1.900114 -0.24 -0.52 -0.14
C -1.138428 -0.076030 -2.375592 0.65 0.17 0.22
H 2.029791 2.586806 -0.726748 -0.20 0.05 -0.12
H -0.280143 0.019536 -3.044501 -0.08 -0.21 -0.14
H -0.311233 2.619567 -1.315576 -0.07 0.05 0.08
H -1.574417 0.904485 -0.489146 0.03 0.06 0.07
H -1.456331 -1.992862 1.490052 -0.33 0.15 0.13
C -0.815001 -1.841856 2.358605 1.02 0.21 -0.31
H 1.090195 -0.897839 2.743310 -0.04 0.16 0.19
```
Forces are in eV/Å.

Properties
Gap between HOMO and LUMO in eV: 6.713
E_tot in eV: -8948.7769
Multiplicity: 1
Charge: -1

natural (NBO) atomic charge list, values in e, 6 entries:
1. H 0.1629
2. H 0.1834
3. H 0.1729
4. H 0.2043
5. N -0.6464
6. O -0.9546

(2)
Molecular formula: C34H43CrN2O3P2S
Method: DFT, ωB97M-V/def2-TZVPD

```
86
Properties=species:S:1:pos:R:3:forces:R:3
H -4.346448 -2.114842 0.976582 0.01 0.00 0.00
H 2.980768 2.539983 0.971643 0.00 0.00 0.00
C 2.762648 1.942663 -1.129426 0.04 0.00 0.07
P 0.932017 2.342040 -0.966157 -0.13 0.07 -0.02
H -1.809801 -1.323902 -2.867622 0.00 0.00 -0.03
C 3.545793 2.556751 0.038437 0.01 -0.03 0.01
C 0.214857 1.326482 -2.320225 0.04 0.15 -0.15
C -3.876457 1.268966 1.422894 -0.02 -0.01 0.00
C -0.424627 -0.547154 4.308734 0.02 0.00 0.00
P -1.949506 -0.693237 1.994020 0.22 -0.11 -0.13
H 2.514241 -4.661344 2.938733 0.01 0.00 -0.01
H 0.618206 4.955342 0.295880 0.00 0.01 -0.01
H -1.140424 -0.889536 -5.216360 0.00 0.00 0.00
H -0.952555 -1.385007 4.768340 0.00 -0.01 -0.02
H -2.560914 1.873446 -2.138903 0.00 -0.01 0.00
C -0.695662 0.295443 -2.056161 -0.21 -0.25 -0.14
O 1.140614 -1.981716 -1.025486 0.07 0.18 0.00
C 4.407503 -3.195004 -1.812011 -0.01 0.01 -0.01
C 1.209758 5.087041 -0.613754 0.00 0.00 0.00
C -2.917684 1.691507 -1.134254 0.01 -0.01 -0.02
H 0.006965 0.057225 5.110797 -0.02 0.00 0.01
C 1.528036 -3.785126 1.245259 0.00 -0.07 0.00
C 1.735541 -4.922624 2.218416 0.02 0.03 0.02
H 1.042201 6.103934 -0.980419 0.01 0.00 0.00
C -0.662216 4.336149 -2.079351 -0.02 0.01 0.02
H -0.786002 5.389883 -2.346357 0.00 0.00 -0.01
H 0.397637 -0.957760 3.717683 0.00 0.01 0.00
H 2.767597 0.856860 -0.990092 -0.05 -0.02 -0.04
H 5.150450 -3.059934 -2.590138 0.00 0.00 0.00
H -2.229358 0.585598 4.020986 0.01 0.00 0.01
Cr -0.310855 -1.615345 0.279929 -0.65 0.00 -0.24
C -0.675369 1.598776 2.985144 0.00 0.01 0.02
N -1.199538 -0.004053 -0.769368 0.43 -0.10 0.35
C 4.671592 -4.080490 -0.746198 -0.01 -0.01 0.03
H 3.483699 3.288294 -2.686826 -0.02 0.00 -0.01
H -5.002471 -0.791490 3.088563 0.01 0.01 0.00
C -3.802924 -2.736251 1.692710 -0.02 -0.01 0.01
C -4.473426 2.239673 0.640589 0.02 -0.01 -0.03
C 2.483592 -3.556314 0.191235 0.00 0.04 0.01
H -0.969661 3.726579 -2.928540 0.00 0.00 0.01
C -2.268145 0.697895 -0.343190 -0.05 0.01 -0.03
H 3.816761 3.592888 -0.173686 -0.02 0.01 0.00
C -0.685132 -4.257196 -1.971386 0.16 -0.07 -0.08
H -3.072356 -3.326308 1.143488 0.01 0.00 0.00
H -4.518394 -3.423836 2.152040 0.00 0.00 0.00
H -0.349009 2.165505 3.861922 0.00 0.00 0.00
H 1.429887 4.182317 -2.549498 -0.02 0.00 -0.01
O 0.506752 -3.099701 1.445964 -0.01 0.26 -0.19
H -4.710885 -2.089143 4.237249 -0.01 0.00 -0.01
C 3.229659 -2.513034 -1.885135 0.02 -0.01 -0.03
H 0.199227 1.416839 2.363829 -0.01 0.00 -0.01
H -5.295503 2.833445 1.017403 0.00 0.00 0.00
H 0.802081 -5.079884 2.752283 0.00 0.00 0.01
H 5.608814 -4.618069 -0.695417 0.00 0.00 0.00
C 3.498716 2.223855 -2.435709 0.00 0.03 0.00
H -1.356833 2.221094 2.406045 0.00 -0.01 0.00
C 0.542663 1.590461 -3.658431 0.00 0.00 0.04
C -3.151660 -1.873352 2.770698 -0.03 0.02 0.02
H 4.548468 1.933216 -2.328928 0.00 0.01 0.01
H 1.174867 2.438255 -3.889393 0.04 0.00 0.00
N 0.119473 -4.811173 -2.600370 -0.01 -0.01 0.04
C -0.775511 -0.252462 -4.419895 0.03 0.03 -0.02
H -3.846004 -0.566124 4.409045 0.01 -0.01 0.01
H -2.503204 -2.518075 3.375350 0.02 0.01 -0.01
H 4.477428 2.007710 0.198223 0.00 0.00 -0.01
H -4.423807 3.174363 -1.297135 -0.01 -0.01 0.00
C -1.154308 -0.498796 -3.117579 0.03 0.00 0.09
H 3.090487 1.660923 -3.271057 -0.03 -0.01 -0.02
H 2.260404 4.999259 -0.340603 0.00 -0.01 0.00
H 3.001395 -1.845720 -2.706754 0.01 0.00 -0.01
C -2.819550 0.486808 0.958764 -0.01 0.02 0.02
O 2.268428 -0.059382 1.665325 -0.01 -0.06 -0.07
C -4.228339 -1.281619 3.680296 -0.02 -0.01 0.01
H -1.343590 4.115183 -1.253251 0.01 0.01 0.00
C 0.785648 4.066440 -1.672114 0.04 -0.02 -0.02
C 1.459370 -0.027133 0.870070 0.28 -0.07 0.41
C -3.975350 2.425403 -0.652623 -0.01 0.01 0.03
S -1.857773 -3.477782 -1.073720 -0.10 0.05 0.14
C 2.216535 -2.655348 -0.889789 -0.05 -0.05 0.03
H 2.033710 -5.838293 1.711972 -0.02 0.00 -0.01
C 0.061934 0.823380 -4.701468 -0.03 -0.04 -0.01
H -4.230566 1.120403 2.436549 0.00 0.01 0.00
H 0.339954 1.057519 -5.722113 0.00 -0.01 0.00
H 3.917218 -4.933671 1.031468 0.00 0.00 0.00
C 3.716084 -4.252550 0.214938 0.03 -0.02 -0.01
C -1.347864 0.303984 3.437393 -0.05 0.02 -0.02
```
Forces are in eV/Å.

Properties
Gap between HOMO and LUMO (spin up / spin down) in eV: 6.406 / 6.842
E_tot in eV: -102917.6310
Multiplicity: 5
Charge: -1

Mulliken atomic charge list, values in e, 6 entries:
1. H 0.2569
2. H 0.3187
3. C 1.7804
4. P 0.9483
5. H 0.5034
6. C -1.8976

(3)
Molecular formula: C5H21NO7
Method: DFT, ωB97M-V/def2-TZVPD

```
34
Properties=species:S:1:pos:R:3:forces:R:3
H 2.585012 1.107848 2.866390 0.28 0.26 -0.24
O -0.736945 2.203348 3.280292 0.31 -1.92 0.05
C 0.477156 2.513923 -0.104506 0.68 2.75 -0.97
H -1.233496 1.895356 -2.856959 0.41 -0.50 0.75
H 0.757988 -3.502533 -0.507408 0.17 -0.57 0.51
C -0.178472 0.622109 -1.475887 -1.69 -0.79 -1.01
H 2.864464 0.392510 0.592204 -0.48 -0.06 -0.59
H 1.102806 -0.008204 0.889718 0.77 1.47 -1.68
O 0.396635 -0.453896 -1.449326 0.87 0.65 0.47
O 1.161220 -3.955451 0.267371 -0.22 0.77 -0.56
H -0.512389 0.747295 0.631482 0.00 -0.42 0.13
O -0.461146 -2.696843 -2.065882 1.06 0.22 -0.21
H 1.803941 2.848742 1.607563 -0.48 -0.31 0.61
H 2.699302 2.616139 0.207580 -0.80 -0.33 -0.22
H -1.137772 -2.330205 -0.006417 0.09 -0.35 0.07
H -0.100289 1.844933 2.642699 0.30 0.78 -0.28
H -1.904028 -3.099762 1.086574 0.09 -0.07 -0.04
H -0.645296 0.448584 -3.466963 0.38 -0.50 -0.20
H -3.634903 -0.505166 -1.084922 0.12 -0.17 0.66
H 0.722125 2.817355 -1.149831 0.28 -0.40 0.55
H 1.496800 -3.215196 0.791680 -0.05 -0.24 0.00
O 1.970638 0.549895 2.387375 -0.19 -0.22 1.43
H 0.074993 3.488828 0.225415 -0.38 -0.68 0.36
N -0.659255 1.067979 -2.687263 -0.08 1.23 0.48
O -1.608246 -2.221731 0.834182 0.12 0.38 0.05
C 1.905439 0.780547 0.964202 1.42 -2.26 2.79
H -1.211004 -2.094449 -2.093232 -0.34 0.04 0.01
H -2.323351 -0.659417 -0.139176 -0.98 -0.38 0.00
H -0.843145 1.321655 3.710443 -0.49 1.08 0.29
C 1.777589 2.243659 0.711422 -0.43 0.37 -1.97
C -0.528524 1.395154 -0.226191 -1.19 0.63 -0.36
H 0.292268 -2.044161 -2.159018 -1.17 -0.92 0.15
O -2.676472 -0.500877 -1.029187 0.49 0.32 -0.77
H -1.603239 1.714621 -0.279596 1.11 0.15 -0.24
```
Forces are in eV/Å.

Properties
Gap between HOMO and LUMO in eV: 10.684
E_tot in eV: -21347.6063
Multiplicity: 1
Charge: 0

natural (NBO) atomic charge list, values in e, 6 entries:
1. H 0.4624
2. O -0.9316
3. C -0.4096
4. H 0.3980
5. H 0.4837
6. C 0.7279

(4)
Molecular formula: C5H9NO3
Method: DFT, ωB97M-V/def2-TZVPD

```
18
Properties=species:S:1:pos:R:3:forces:R:3
H -2.024887 -0.242912 1.597199 0.69 -0.73 -4.03
O 2.989810 0.782822 -0.233668 -4.56 2.49 0.20
C -0.162787 -1.089682 0.465507 2.46 -1.64 -0.89
H 0.757334 1.116044 1.083533 -1.90 0.71 -3.88
C -1.525445 -0.333837 0.354515 0.46 -0.24 1.62
H 0.702211 -0.596958 -1.373284 -1.25 0.58 -2.80
C -1.145242 1.142081 -0.060013 2.87 -4.75 -7.07
H -3.144734 -0.375070 -0.755268 3.23 -2.21 -0.46
H -1.425578 1.748946 0.629382 -2.41 4.65 3.57
H -1.493811 1.270623 -1.413495 0.78 0.00 4.66
H 0.038665 -2.377412 0.078599 -1.26 4.29 1.42
N 0.368008 1.180848 -0.082270 0.53 0.39 3.55
O 2.837984 -1.438518 -0.103554 -1.96 2.01 -0.82
H 0.334767 -0.927368 1.464415 -0.94 -0.72 -0.60
O -2.214808 -0.922596 -0.765123 -3.92 2.27 2.00
C 0.759913 -0.133129 -0.446138 0.85 -3.31 2.43
H 2.092064 1.554381 -0.168213 3.61 -2.41 -0.71
C 2.256528 -0.358266 -0.272120 2.75 -1.37 1.79
```
Forces are in eV/Å.

Properties
Gap between HOMO and LUMO in eV: 10.353
E_tot in eV: -12957.9658
Multiplicity: 1
Charge: 0

natural (NBO) atomic charge list, values in e, 6 entries:
1. H 0.1689
2. O -0.6785
3. C -0.4221
4. H 0.3518
5. C 0.0555
6. H 0.2481